1.
Computed, not measured: C70H91BKN9O5P4Se2 as an isolated structure at a distorted geometry, with the ωB97M-V functional and the def2-TZVPD basis.

Summary:
Molecular weight ... 1470.28 g/mol
Highest occupied orbital energy ... -0.032 hartree
Kohn-Sham gap ... 3.99 eV
LUMO ... 3.1094 eV
E_tot ... -282569.87554 eV
Net charge ... -2

Element x y z (Å)
K: -0.195 2.089 0.295
Se: 0.821 -4.822 -5.118
P: 0.016 -4.757 -3.147
C: -1.671 -5.493 -3.190
C: -2.143 -6.506 -2.371
C: -3.473 -6.885 -2.418
C: -4.339 -6.271 -3.305
C: -3.871 -5.273 -4.146
C: -2.550 -4.881 -4.076
C: 0.938 -6.168 -2.317
C: 1.893 -5.977 -1.331
C: 2.572 -7.056 -0.791
C: 2.304 -8.340 -1.238
C: 1.379 -8.534 -2.252
C: 0.714 -7.455 -2.798
C: -0.482 -3.194 -2.539
C: 0.208 -1.924 -2.467
N: -0.134 -1.203 -1.434
N: -1.067 -1.888 -0.729
N: -1.262 -3.210 -1.320
P: 1.050 -1.105 -3.820
Se: 1.163 0.994 -3.877
C: 0.016 -1.543 -5.245
C: -1.357 -1.473 -5.039
C: -2.226 -1.714 -6.085
C: -1.732 -2.001 -7.348
C: -0.364 -2.035 -7.558
C: 0.511 -1.807 -6.512
C: 2.688 -1.858 -3.936
C: 3.132 -2.728 -2.949
C: 4.399 -3.273 -3.023
C: 5.229 -2.957 -4.087
C: 4.797 -2.071 -5.062
C: 3.542 -1.501 -4.973
H: -1.476 -7.009 -1.688
H: -3.833 -7.666 -1.759
H: -5.376 -6.578 -3.350
H: -4.540 -4.805 -4.855
H: -2.171 -4.090 -4.707
H: 2.112 -4.977 -0.977
H: 3.311 -6.890 -0.019
H: 2.824 -9.186 -0.807
H: 1.183 -9.533 -2.618
H: 0.019 -7.596 -3.612
H: -1.740 -1.254 -4.051
H: -3.294 -1.685 -5.913
H: -2.412 -2.209 -8.165
H: 0.028 -2.254 -8.542
H: 1.575 -1.883 -6.671
H: 2.483 -2.972 -2.120
H: 4.741 -3.952 -2.254
H: 6.223 -3.385 -4.147
H: 5.446 -1.827 -5.893
H: 3.218 -0.758 -5.689
C: 2.967 5.572 -2.010
N: 2.006 6.132 -1.084
C: 2.157 7.541 -0.821
P: 0.496 5.398 -0.954
O: 0.516 3.957 -1.075
O: 0.017 5.996 0.465
P: -0.293 5.121 1.804
O: -0.854 3.810 1.516
N: -1.387 6.151 2.519
C: -1.002 7.456 2.994
C: -2.478 5.521 3.231
N: 1.184 5.259 2.600
C: 2.230 4.468 1.963
C: 1.138 5.077 4.039
N: -0.638 6.119 -1.972
C: -0.580 5.686 -3.351
C: -1.050 7.491 -1.816
H: 3.934 5.435 -1.517
H: 3.109 6.214 -2.888
H: 2.609 4.600 -2.340
H: 3.141 7.726 -0.382
H: 1.394 7.852 -0.112
H: 2.070 8.148 -1.734
H: -0.056 7.732 2.536
H: -0.890 7.486 4.085
H: -1.773 8.184 2.720
H: -2.767 4.629 2.681
H: -3.328 6.204 3.286
H: -2.201 5.224 4.246
H: 2.178 4.634 0.889
H: 2.148 3.396 2.155
H: 3.202 4.807 2.326
H: 0.325 5.664 4.461
H: 2.083 5.428 4.457
H: 0.993 4.037 4.341
H: -0.317 4.632 -3.380
H: 0.154 6.253 -3.938
H: -1.563 5.820 -3.808
H: -1.113 7.725 -0.756
H: -2.043 7.607 -2.261
H: -0.371 8.199 -2.310
C: -5.298 -2.721 -0.086
C: -4.675 -2.873 1.308
C: -5.464 -3.879 2.151
C: -3.223 -3.237 1.095
C: -2.922 -4.582 0.697
C: -1.687 -4.947 0.330
C: -0.772 -3.872 -0.089
C: -0.884 -2.494 0.627
C: 0.292 -2.060 1.504
C: 0.279 -2.911 2.777
C: 1.666 -2.167 0.851
C: -2.222 -2.330 1.318
N: -2.389 -1.319 2.252
B: -2.065 0.115 2.321
N: -2.433 0.426 3.708
C: -2.999 -0.690 4.305
C: -2.980 -1.718 3.447
C: -2.459 1.584 4.494
C: -1.328 2.012 5.216
C: -1.440 3.146 6.011
C: -2.634 3.833 6.135
C: -3.749 3.391 5.444
C: -3.679 2.272 4.634
C: -4.924 1.779 3.929
C: -6.059 1.543 4.930
C: -5.321 2.745 2.814
C: -0.011 1.262 5.255
C: 0.678 1.215 3.897
C: -0.185 -0.154 5.815
H: -6.352 -2.449 -0.014
H: -5.212 -3.652 -0.643
H: -4.765 -1.951 -0.639
H: -4.722 -1.900 1.804
H: -5.675 -4.789 1.592
H: -6.416 -3.447 2.459
H: -4.903 -4.150 3.043
H: -3.689 -5.330 0.840
H: -1.379 -5.974 0.222
H: 0.262 -4.218 -0.185
H: 0.132 -1.006 1.748
H: 0.372 -3.967 2.520
H: -0.643 -2.785 3.337
H: 1.115 -2.636 3.416
H: 1.968 -3.208 0.727
H: 2.404 -1.669 1.474
H: 1.679 -1.667 -0.111
H: -3.363 -0.676 5.320
H: -3.269 -2.737 3.634
H: -0.579 3.489 6.577
H: -2.709 4.700 6.777
H: -4.683 3.925 5.545
H: -4.701 0.818 3.462
H: -6.394 2.467 5.396
H: -5.719 0.867 5.713
H: -6.913 1.087 4.431
H: -5.512 3.740 3.211
H: -6.220 2.396 2.309
H: -4.514 2.804 2.086
H: 0.636 1.804 5.960
H: 0.114 0.586 3.219
H: 1.691 0.829 3.968
H: 0.716 2.200 3.446
H: -0.642 -0.808 5.082
H: -0.807 -0.137 6.710
H: 0.785 -0.572 6.077
C: 6.848 0.349 -3.891
C: 6.108 0.413 -2.582
C: 6.550 -0.292 -1.475
C: 5.927 -0.172 -0.238
C: 6.428 -0.983 0.920
C: 4.831 0.678 -0.088
C: 4.344 1.341 -1.216
C: 3.109 2.171 -1.108
C: 4.984 1.212 -2.440
C: 4.244 1.063 1.302
O: 5.085 1.524 2.097
O: 3.022 0.945 1.481
H: 7.369 -0.603 -3.995
H: 7.589 1.154 -3.944
H: 6.160 0.464 -4.727
H: 7.414 -0.941 -1.573
H: 7.476 -1.252 0.785
H: 5.842 -1.900 1.012
H: 6.312 -0.410 1.836
H: 3.219 2.933 -0.341
H: 2.286 1.520 -0.825
H: 2.873 2.630 -2.063
H: 4.598 1.747 -3.300

Löwdin atomic charge list, values in e, 2 entries:
1 K 0.6404
2 Se 0.3190

---

2.
Computed, not measured: a 9-piece molecular cluster, C71H149N7O9 overall at a distorted geometry, with the ωB97M-V functional and the def2-TZVPD basis.

Summary:
Molecular weight ... 1245.01 g/mol
Highest occupied orbital energy ... -0.298 hartree
Kohn-Sham gap ... 8.44 eV
LUMO ... 0.3377 eV
E_tot ... -104892.21545 eV
Structure (SMILES) ... CC1(C)CCCC(C)(C)N1O.CC1(C)CCCC(C)(C)N1O.CC1(C)CCCC(C)(C)N1O.CC1(C)CCCC(C)(C)N1O.CC1(C)CCCC(C)(C)N1O.CC1(C)CCCC(C)(C)N1O.CC1(C)CCCC(C)(C)N1O.C1CCOC1.C1CCOC1
Net charge ... 0

Element x y z (Å)
C: 18.013 12.765 21.014
C: 17.710 11.272 20.886
C: 17.422 10.839 19.477
C: 18.908 10.404 21.321
C: 19.136 10.283 22.832
C: 17.868 9.895 23.538
C: 16.700 10.797 23.219
C: 15.457 10.048 23.724
C: 16.785 12.198 23.840
N: 16.544 10.864 21.680
O: 15.375 11.550 21.310
H: 18.424 13.210 20.094
H: 17.149 13.443 21.170
H: 18.706 13.056 21.780
H: 16.682 11.450 18.955
H: 18.372 10.979 18.970
H: 17.208 9.778 19.396
H: 18.754 9.416 20.879
H: 19.780 10.840 20.821
H: 19.857 9.465 22.948
H: 19.550 11.153 23.336
H: 18.065 9.932 24.631
H: 17.653 8.848 23.318
H: 15.571 9.020 23.404
H: 14.524 10.486 23.420
H: 15.378 10.076 24.811
H: 16.373 12.123 24.869
H: 16.297 13.040 23.344
H: 17.849 12.467 24.056
H: 15.519 12.475 21.543
C: 21.746 22.221 20.084
C: 22.962 21.879 19.192
C: 23.789 23.144 19.032
C: 23.934 20.913 19.819
C: 23.624 19.453 19.529
C: 23.238 19.289 18.046
C: 22.113 20.231 17.496
C: 22.089 19.950 16.029
C: 20.684 19.824 17.930
N: 22.544 21.550 17.820
O: 21.869 22.558 17.204
H: 21.366 21.337 20.619
H: 21.937 23.017 20.822
H: 21.001 22.573 19.356
H: 24.083 23.536 20.018
H: 24.708 22.950 18.477
H: 23.282 23.942 18.496
H: 24.906 21.065 19.353
H: 23.969 21.078 20.890
H: 24.499 18.827 19.768
H: 22.828 18.994 20.138
H: 22.920 18.277 17.744
H: 24.168 19.414 17.488
H: 21.779 18.933 15.823
H: 23.081 20.024 15.610
H: 21.370 20.603 15.505
H: 20.460 18.769 17.796
H: 19.877 20.443 17.497
H: 20.666 20.044 19.011
H: 21.002 22.643 17.634
C: 12.201 18.269 16.540
C: 11.858 18.043 18.003
C: 11.058 16.705 18.091
C: 13.170 17.956 18.787
C: 12.979 17.921 20.309
C: 12.075 19.132 20.686
C: 10.741 19.253 19.929
C: 9.726 18.245 20.454
C: 10.252 20.640 20.264
N: 11.019 19.221 18.458
O: 9.825 19.381 17.685
H: 12.699 19.256 16.374
H: 12.788 17.467 16.144
H: 11.242 18.280 16.006
H: 10.274 16.716 17.335
H: 11.726 15.866 17.928
H: 10.553 16.577 19.048
H: 13.682 17.064 18.452
H: 13.797 18.838 18.511
H: 12.534 16.953 20.524
H: 13.928 17.919 20.833
H: 12.620 20.057 20.553
H: 11.813 19.062 21.744
H: 10.113 17.267 20.609
H: 8.905 18.120 19.720
H: 9.337 18.652 21.402
H: 10.133 20.713 21.364
H: 9.286 20.886 19.825
H: 10.990 21.410 20.031
H: 9.848 20.291 17.393
C: 12.412 12.723 17.894
C: 13.288 12.717 16.625
C: 14.331 13.848 16.798
C: 13.939 11.352 16.566
C: 14.647 10.970 15.284
C: 13.654 11.058 14.188
C: 13.028 12.450 14.076
C: 13.939 13.565 13.535
C: 11.768 12.356 13.216
N: 12.466 12.823 15.428
O: 11.926 14.202 15.346
H: 11.630 11.942 17.765
H: 12.947 12.448 18.785
H: 12.040 13.707 18.139
H: 15.141 13.701 16.096
H: 13.830 14.838 16.744
H: 14.805 13.755 17.753
H: 14.638 11.364 17.389
H: 13.118 10.656 16.788
H: 15.503 11.630 15.129
H: 14.960 9.937 15.347
H: 12.841 10.310 14.285
H: 14.031 10.809 13.211
H: 14.098 13.429 12.451
H: 14.948 13.480 13.942
H: 13.558 14.589 13.678
H: 11.244 13.313 13.179
H: 11.134 11.565 13.619
H: 11.987 12.098 12.162
H: 10.979 14.041 15.530
C: 22.315 14.973 19.489
C: 21.972 14.974 21.006
C: 20.713 15.800 21.300
C: 21.628 13.564 21.490
C: 22.813 12.636 21.758
C: 23.740 13.278 22.699
C: 24.334 14.585 22.220
C: 25.143 15.204 23.375
C: 25.243 14.418 20.976
N: 23.102 15.439 21.902
O: 23.506 16.797 21.652
H: 22.814 14.070 19.126
H: 21.377 15.048 18.941
H: 23.002 15.790 19.177
H: 20.839 16.847 20.983
H: 19.912 15.352 20.713
H: 20.429 15.741 22.343
H: 21.103 13.713 22.414
H: 20.903 13.110 20.792
H: 22.418 11.674 22.205
H: 23.430 12.467 20.873
H: 24.567 12.587 22.948
H: 23.240 13.487 23.662
H: 25.927 14.488 23.553
H: 24.528 15.363 24.280
H: 25.620 16.101 23.070
H: 25.687 15.362 20.679
H: 24.736 13.947 20.125
H: 26.030 13.720 21.216
H: 23.234 17.241 22.457
C: 14.880 23.985 18.835
C: 16.163 24.163 19.751
C: 17.008 25.367 19.297
C: 15.762 24.437 21.190
C: 15.071 23.273 21.870
C: 16.058 22.074 21.825
C: 16.577 21.674 20.484
C: 17.821 20.805 20.725
C: 15.569 20.838 19.630
N: 17.026 22.908 19.791
O: 17.578 22.692 18.524
H: 14.089 23.296 19.138
H: 14.285 24.873 18.707
H: 15.111 23.568 17.823
H: 16.298 26.182 19.237
H: 17.711 25.619 20.100
H: 17.487 25.249 18.315
H: 16.629 24.663 21.820
H: 15.200 25.393 21.147
H: 14.814 23.582 22.901
H: 14.107 23.042 21.440
H: 15.619 21.196 22.318
H: 16.898 22.388 22.456
H: 18.372 20.467 19.824
H: 17.599 19.893 21.292
H: 18.506 21.411 21.318
H: 15.579 19.874 20.111
H: 15.867 20.774 18.586
H: 14.584 21.250 19.741
H: 16.872 22.214 18.044
C: 16.326 16.261 13.292
C: 17.425 17.267 12.917
C: 17.024 18.684 13.335
C: 18.666 16.731 13.614
C: 19.937 17.415 13.163
C: 20.011 17.208 11.672
C: 18.818 17.725 10.884
C: 18.851 19.241 10.757
C: 18.987 17.124 9.438
N: 17.585 17.110 11.463
O: 16.449 17.668 10.753
H: 16.569 15.299 12.843
H: 16.227 16.221 14.378
H: 15.415 16.655 12.851
H: 17.801 19.416 13.523
H: 16.404 19.073 12.518
H: 16.424 18.565 14.220
H: 18.471 16.823 14.704
H: 18.764 15.662 13.381
H: 19.881 18.491 13.353
H: 20.844 16.995 13.611
H: 20.080 16.108 11.557
H: 20.930 17.670 11.235
H: 17.894 19.718 10.812
H: 19.324 19.525 9.842
H: 19.452 19.688 11.569
H: 19.909 17.546 9.045
H: 18.213 17.572 8.831
H: 18.912 16.050 9.456
H: 16.305 16.981 10.106
C: 16.597 16.002 17.469
C: 17.754 17.007 17.570
C: 17.942 17.235 19.074
O: 17.672 15.988 19.643
C: 16.485 15.569 18.917
H: 16.823 15.165 16.795
H: 15.701 16.515 17.133
H: 17.607 17.920 17.001
H: 18.677 16.526 17.233
H: 17.228 17.982 19.470
H: 18.938 17.538 19.377
H: 15.599 16.052 19.383
H: 16.301 14.526 19.184
C: 12.841 14.866 22.395
C: 13.965 15.515 23.204
C: 15.261 15.403 22.376
O: 14.992 14.239 21.628
C: 13.647 14.373 21.178
H: 12.024 15.516 22.064
H: 12.427 13.981 22.848
H: 14.138 14.997 24.155
H: 13.682 16.529 23.401
H: 16.118 15.226 23.047
H: 15.507 16.237 21.701
H: 13.252 13.483 20.711
H: 13.702 15.172 20.433

Löwdin atomic charge list, values in e, 2 entries:
1 C -0.0167
2 C -0.5194